# 1
Computed, not measured: C22H24ClN3O6PdS as an isolated structure in a non-equilibrium geometry, with wB97M-V/def2-TZVPD.

XYZ file:
```
58
Properties=species:S:1:pos:R:3:forces:R:3:lowdin_spin:R:1
Pd 0.3958 0.0515 0.1991 0.3 1.1 -0.4 1.4427
C 3.6135 2.3779 0.4645 0.0 0.1 0.1 -0.0012
C 2.2220 2.8990 0.3477 -0.2 0.3 0.2 0.0020
N 1.1413 2.1839 0.2104 0.1 -0.2 0.1 0.1357
C 0.0448 3.0429 0.1333 0.6 0.2 0.2 0.1509
C 0.5074 4.3787 0.2966 0.5 -0.5 -0.1 0.1789
N 1.9061 4.2229 0.4009 -0.1 -0.1 0.0 0.0872
C -0.0649 5.6573 0.3923 0.1 0.7 0.2 0.1298
O -1.4187 5.7387 0.3153 0.3 0.3 0.1 0.0512
O 0.6246 6.6865 0.5726 -0.4 -0.5 -0.1 0.1300
C -1.2195 2.5000 -0.1456 -0.7 0.1 -0.3 0.1100
O -2.2545 3.2110 -0.2402 0.3 -0.3 0.1 0.1148
O -1.2690 1.1835 -0.3398 0.0 -0.1 0.1 0.2952
H 3.5981 1.3112 0.2517 0.0 0.0 0.0 0.0000
H 4.0193 2.5516 1.4699 -0.1 0.0 -0.1 -0.0006
H 4.2755 2.8759 -0.2503 0.0 0.0 0.0 -0.0002
H 2.5185 5.0095 0.5240 0.0 0.0 0.0 0.0068
H -1.7822 4.8352 0.1531 -0.2 -0.3 -0.2 -0.0008
O -1.2256 -1.5518 -0.1817 0.2 0.7 -1.0 0.2143
N -1.3817 -2.3690 0.7569 0.0 -0.5 0.5 0.0642
C -2.6304 -2.5818 1.2186 -0.6 -0.3 0.5 -0.0303
C -2.8703 -3.5451 2.1652 -0.3 0.3 -0.2 0.0504
C -1.8201 -4.3187 2.6567 -0.2 -0.2 0.2 -0.0203
C -0.5577 -4.0782 2.2073 0.5 0.2 -0.3 0.0473
C -0.3038 -3.0457 1.2793 0.2 -0.4 0.2 0.0472
S 1.2471 -2.5035 0.8586 0.0 0.1 0.1 0.6025
H -3.3739 -1.9365 0.7719 0.1 -0.1 0.0 -0.0019
H -3.8836 -3.6936 2.5117 0.0 0.0 0.0 0.0038
H -2.0013 -5.0931 3.3898 0.0 0.0 0.0 -0.0019
H 0.2888 -4.6394 2.5783 0.0 0.0 -0.1 0.0035
Cl -2.5751 1.3089 2.8092 0.1 0.0 0.0 0.0170
C -1.0786 2.1198 3.1744 0.0 0.0 0.0 0.0935
C -1.1289 3.4636 3.4915 0.0 -0.1 -0.1 -0.0112
C 0.0437 4.1414 3.7966 0.0 0.0 0.0 0.1103
C 1.2602 3.4623 3.8075 0.0 -0.1 -0.1 -0.0024
C 1.3034 2.1230 3.4697 0.2 0.2 0.0 0.0924
C 0.1410 1.4062 3.1304 -0.2 -0.2 0.0 0.0356
C 0.2168 0.0363 2.7501 -0.1 0.2 0.5 0.4437
H -2.0761 3.9841 3.4550 0.0 0.0 0.0 -0.0025
H 0.0069 5.2047 4.0013 0.0 -0.1 0.0 0.0066
H 2.1736 3.9924 4.0453 0.0 0.0 0.0 -0.0014
H 2.2529 1.5948 3.4317 -0.1 0.1 0.0 0.0033
H -0.7007 -0.5321 2.7738 -0.1 -0.1 -0.2 0.0278
H 1.1250 -0.5050 2.9702 0.1 0.0 -0.1 0.0267
C 1.7052 0.8299 -2.8328 0.0 0.1 0.0 0.0043
C 2.2348 -0.4285 -2.1417 0.2 0.0 0.2 0.0173
C 1.3979 -1.6354 -2.5824 0.1 -0.1 0.1 0.0107
C 3.6878 -0.6619 -2.5521 0.2 0.0 0.0 0.0146
O 2.2487 -0.2594 -0.7413 -0.3 -0.5 -0.5 0.2933
H 1.7362 0.7193 -3.9226 0.0 0.0 0.1 0.0000
H 2.3064 1.6947 -2.5423 0.0 0.0 0.0 0.0001
H 0.6769 1.0280 -2.5305 -0.1 0.0 0.0 -0.0005
H 1.4321 -1.7653 -3.6693 0.0 0.0 0.1 -0.0001
H 0.3576 -1.5050 -2.2892 -0.1 0.0 0.0 0.0005
H 1.7827 -2.5478 -2.1077 0.0 0.1 -0.1 0.0061
H 3.7693 -0.8239 -3.6322 0.0 0.0 0.1 0.0028
H 4.0847 -1.5386 -2.0284 0.0 0.1 -0.1 0.0001
H 4.2919 0.2076 -2.2770 0.0 -0.1 0.0 0.0002
```
Forces are in eV/Å.

As for the spin multiplicity: 6. Its frontier orbital gap (spin up / spin down) is 3.3 / 3.9 eV. Its total charge is -1. The expectation value of S² is 8.8330. The calculation puts the energy above the lowest of the compared OMol25 structures with the same formula, charge and spin at 8.8 kcal per mole. The LUMO energy (spin up / spin down) is 0.071 / -0.029 Ha. As for the molar mass: 600.39 g/mol. The HOMO energy (spin up / spin down) comes out at -1.3 / -4.6 eV.

# 2
Computed, not measured: C26H32AlAs2N2O4S as an isolated structure, with wB97M-V/def2-TZVPD.

XYZ file:
```
68
Properties=species:S:1:pos:R:3:forces:R:3:nbo_charge:R:1
Al 0.0704 -0.4322 -0.4917 0.3 -0.3 0.0 1.8294
N 2.0670 -0.0949 -0.8688 -0.1 0.1 -0.4 -0.9038
C 2.2407 -0.3431 -2.3386 -0.1 0.0 0.1 -0.3130
C 1.2754 -1.4485 -2.7981 -0.1 -0.1 0.0 0.6593
O 1.4486 -2.0311 -3.8529 0.0 0.1 0.1 -0.6118
N 0.2704 -1.5815 -1.9142 0.0 -0.1 -0.1 -0.9021
C -0.8474 -2.4899 -2.1061 0.1 0.1 0.1 -0.3375
C -1.9070 -2.1386 -1.0535 0.1 0.2 0.1 0.8003
O -3.0132 -2.6064 -1.0541 0.1 0.0 0.0 -0.5814
O -1.4733 -1.2538 -0.1372 -0.4 -0.1 0.0 -0.9544
H 2.4726 0.7980 -0.6081 0.0 0.1 0.0 0.4106
H 2.5784 -0.8065 -0.3578 0.1 -0.1 0.1 0.4089
H 3.2608 -0.6041 -2.6037 0.1 0.0 0.1 0.2301
H 1.9693 0.5669 -2.8736 0.0 0.1 0.0 0.2252
H -0.5541 -3.5339 -1.9690 0.0 0.0 0.0 0.2313
H -1.2900 -2.4113 -3.0995 0.0 0.0 0.0 0.2317
C -0.4701 1.5930 2.7721 0.1 0.0 -0.1 -0.9434
As 0.2457 -0.0648 2.0568 -0.2 0.0 0.2 0.9392
C -0.9407 -1.3197 2.9412 0.0 0.0 -0.1 -0.9203
C 1.8928 -0.3026 3.0493 0.1 -0.1 -0.1 -0.3489
C 2.3390 0.6686 3.9405 0.0 0.0 0.0 -0.2119
C 3.4707 0.4391 4.7109 0.0 0.0 0.0 -0.1890
C 4.1507 -0.7657 4.5991 0.0 0.0 0.0 -0.2037
C 3.7184 -1.7259 3.6937 0.0 0.0 0.0 -0.1474
C 2.5964 -1.5075 2.8997 0.0 0.1 0.0 -0.3505
As 1.9981 -2.8070 1.5517 0.0 0.0 0.0 0.8646
C 1.5670 -4.3132 2.7165 0.0 0.0 0.0 -0.9234
C 3.7327 -3.4552 0.9252 0.0 0.0 0.0 -0.9366
H 0.1065 2.4525 2.4356 0.0 0.0 0.0 0.2391
H -0.4752 1.5524 3.8579 0.0 0.0 0.1 0.2443
H -1.4935 1.6869 2.4192 -0.1 0.0 -0.1 0.2443
H -0.6878 -1.3827 3.9960 0.0 0.0 0.1 0.2371
H -0.8668 -2.2964 2.4715 0.0 0.0 0.0 0.2500
H -1.9606 -0.9646 2.8168 0.0 0.0 0.0 0.2523
H 1.8130 1.6090 4.0397 0.0 0.0 0.0 0.2170
H 3.8177 1.2008 5.3989 0.0 -0.1 0.0 0.2292
H 5.0205 -0.9582 5.2156 0.0 0.0 0.0 0.2293
H 4.2674 -2.6571 3.6140 0.0 0.0 0.0 0.2082
H 2.4320 -4.5675 3.3256 0.0 0.0 0.0 0.2265
H 1.3003 -5.1663 2.0956 0.0 0.0 0.0 0.2420
H 0.7259 -4.0731 3.3632 0.0 0.0 0.0 0.2375
H 4.3190 -3.8451 1.7544 0.0 0.0 0.0 0.2261
H 4.2963 -2.6676 0.4275 0.0 0.0 0.0 0.2276
H 3.5555 -4.2605 0.2142 0.0 0.0 0.0 0.2461
O -0.4234 1.2425 -1.0203 0.0 0.3 0.1 -1.0723
S -1.8389 1.8632 -0.8127 0.0 -0.2 -0.1 1.2746
C -1.6482 3.4768 -1.4911 0.2 0.0 0.1 -0.2026
C -1.0946 3.6811 -2.7500 0.0 0.0 0.0 -0.2105
C -0.8825 4.9790 -3.1734 0.0 0.1 0.0 -0.1828
C -1.2161 6.0493 -2.3463 0.0 0.0 0.1 -0.1641
C -1.7677 5.8303 -1.0916 0.0 0.0 -0.1 -0.2006
C -1.9826 4.5311 -0.6520 0.0 0.0 0.0 -0.2107
C -2.8482 0.9845 -1.9599 -0.1 -0.1 0.1 -0.2124
C -2.3216 0.4618 -3.1344 0.0 0.0 -0.1 -0.2368
C -3.1342 -0.3338 -3.9224 -0.1 0.0 0.0 -0.1871
C -4.4420 -0.6054 -3.5296 0.0 0.0 0.0 -0.1560
C -4.9513 -0.0771 -2.3516 0.0 0.0 -0.1 -0.1830
C -4.1478 0.7176 -1.5488 0.0 0.1 0.0 -0.1929
H -0.8333 2.8433 -3.3843 0.0 0.1 0.0 0.2312
H -0.4550 5.1609 -4.1514 0.0 0.0 0.0 0.2330
H -1.0433 7.0635 -2.6844 0.0 0.0 0.0 0.2337
H -2.0240 6.6661 -0.4534 0.0 0.0 0.0 0.2348
H -2.4071 4.3391 0.3288 0.1 0.0 -0.1 0.2308
H -1.2915 0.6405 -3.4175 0.0 0.0 0.0 0.2325
H -2.7421 -0.7557 -4.8397 0.0 0.0 0.0 0.2348
H -5.0602 -1.2556 -4.1375 0.0 0.1 0.0 0.2342
H -5.9614 -0.3094 -2.0412 0.0 0.0 0.0 0.2354
H -4.5223 1.1158 -0.6111 0.0 -0.1 -0.1 0.2282
```
Forces are in eV/Å.

As for the spin multiplicity: 1. Its frontier orbital gap is 8.7 eV. Its total charge is +1. The calculation puts the energy above the lowest of the compared OMol25 structures with the same formula, charge and spin at 0.0 kcal per mole. The LUMO energy is -0.103 Ha. As for the molar mass: 645.45 g/mol. The HOMO energy comes out at -11.5 eV.

Which value of total charge does entry 2 give?
+1

Which formula does entry 2 have?
C26H32AlAs2N2O4S

Which of these has the lowest energy above the lowest of the compared OMol25 structures with the same formula, charge and spin?
C26H32AlAs2N2O4S